# C21H18HgN5O

A molecular structure, C21H18HgN5O (ωB97M-V/def2-TZVPD, the OMol25 dataset).

Values from the calculation:
* 2S+1: 2
* gap between HOMO and LUMO (spin up / spin down): 5.44 / 8.32 eV
* ΔE to the lowest compared entry with this formula, charge and spin: 0.0 kcal per mole

Each line ends with the Löwdin charge.
CARTESIAN COORDINATES (ANGSTROEM)
Hg  0.44786  0.02886  0.03731  1.206
O  4.46172  -0.81797  -1.13725  0.016
C  3.26409  -0.53183  -1.07642  -0.524
N  2.58549  -0.26697  0.03933  -0.112
C  3.35127  -0.42276  1.24824  -0.191
C  2.54398  -0.36490  2.52723  -0.264
C  3.20886  -0.38487  3.75392  -0.022
C  2.47195  -0.34282  4.91811  -0.062
C  1.08472  -0.27268  4.84475  -0.064
C  0.50582  -0.25160  3.59258  -0.133
N  1.22251  -0.30617  2.46740  0.031
C  2.49855  -0.43973  -2.39129  -0.200
C  3.21091  -0.49836  -3.58081  0.002
C  2.51257  -0.41403  -4.77259  -0.052
C  1.13253  -0.27777  -4.74495  -0.059
C  0.50250  -0.23107  -3.51256  -0.129
N  1.17623  -0.31434  -2.36818  0.030
H  4.13251  0.34412  1.31460  0.133
H  3.89438  -1.37534  1.23512  0.132
H  4.29044  -0.43068  3.77568  0.119
H  2.96996  -0.35788  5.87924  0.109
H  0.47085  -0.22841  5.73318  0.103
H  -0.56952  -0.17873  3.47044  0.109
H  4.28393  -0.61033  -3.53459  0.117
H  3.03954  -0.45259  -5.71750  0.109
H  0.55197  -0.20706  -5.65424  0.104
H  -0.57305  -0.11971  -3.43053  0.111
N  -1.36844  -1.65591  0.02264  0.011
C  -2.60364  -0.91377  -0.14795  -0.277
C  -3.80233  -1.59069  -0.36872  -0.071
C  -4.98075  -0.88121  -0.52856  -0.110
C  -4.96389  0.50237  -0.45556  -0.056
C  -3.77486  1.21460  -0.23758  -0.176
C  -3.72729  2.63128  -0.15813  -0.058
C  -2.49419  3.26275  0.05177  -0.117
C  -1.35476  2.52030  0.16637  -0.194
N  -1.36118  1.14704  0.09536  -0.121
C  -2.55431  0.48258  -0.09303  -0.204
H  -1.29059  -2.38074  -0.68064  0.087
H  -1.35020  -2.12197  0.92366  0.087
H  -3.79833  -2.67379  -0.40975  0.101
H  -5.90989  -1.40762  -0.70369  0.096
H  -5.88237  1.06575  -0.57137  0.105
H  -4.64105  3.20016  -0.26200  0.096
H  -2.42388  4.33998  0.12160  0.095
H  -0.39058  2.98452  0.31938  0.086